Entry 1:
{
  "formula": "C40H48ClLaN4O8PS2Se",
  "method": "ωB97M-V/def2-TZVPD",
  "de_lowest_ev": 0.0474,
  "total_charge": -1,
  "e_lumo_ha": 0.07339,
  "e_tot_ev": -174296.827,
  "fmax_ev_per_a": 2.013,
  "homo_lumo_gap_ev": 5.8761,
  "species": ["La", "C", "C", "C", "C", "C", "C", "C", "S", "O", "O", "N", "C", "C", "C", "C", "C", "C", "C", "C", "N", "C", "H", "H", "H", "H", "H", "H", "H", "H", "H", "H", "H", "H", "H", "N", "N", "C", "O", "O", "H", "H", "H", "C", "P", "C", "C", "O", "H", "H", "H", "H", "H", "H", "H", "H", "H", "O", "S", "C", "C", "C", "C", "H", "H", "H", "H", "H", "H", "H", "H", "C", "C", "C", "C", "C", "C", "Se", "C", "C", "C", "H", "H", "H", "H", "H", "H", "H", "H", "H", "H", "H", "Cl", "C", "C", "C", "C", "C", "C", "C", "O", "O", "H", "H", "H", "H"],
  "positions_angstrom": [[-0.01, 0.23, 0.36], [6.31, 0.17, 5.78], [4.88, 0.01, 5.38], [4.13, 1.03, 4.76], [2.94, 0.75, 4.10], [2.44, -0.53, 4.11], [3.06, -1.49, 4.91], [4.27, -1.25, 5.52], [0.97, -1.03, 3.23], [0.24, 0.17, 2.93], [0.30, -2.00, 4.07], [1.45, -1.56, 1.80], [2.14, -2.71, 1.55], [2.62, -3.62, 2.50], [3.37, -4.71, 2.09], [3.57, -5.05, 0.79], [3.04, -4.22, -0.21], [3.16, -4.46, -1.61], [2.60, -3.62, -2.48], [1.92, -2.45, -2.01], [1.83, -2.14, -0.75], [2.35, -3.02, 0.16], [7.02, 0.04, 4.95], [6.59, -0.56, 6.55], [6.48, 1.20, 6.11], [4.60, 1.99, 4.77], [2.43, 1.59, 3.63], [2.56, -2.42, 5.05], [4.77, -2.07, 6.06], [2.47, -3.43, 3.54], [3.80, -5.36, 2.85], [4.14, -5.91, 0.47], [3.69, -5.32, -1.93], [2.66, -3.85, -3.55], [1.40, -1.82, -2.73], [2.59, 0.88, 0.69], [2.78, 2.30, 0.77], [1.60, 3.07, 0.94], [1.81, 4.22, 1.27], [0.48, 2.49, 0.68], [2.87, 0.46, 1.58], [3.17, 0.49, -0.06], [3.63, 2.54, 1.25], [-3.64, -1.92, -1.14], [-2.03, -2.66, -1.32], [-2.07, -3.56, -2.83], [-2.08, -4.05, -0.17], [-0.89, -1.73, -1.22], [-3.59, -1.39, -0.19], [-4.38, -2.71, -1.08], [-3.88, -1.26, -1.97], [-2.71, -4.45, -2.69], [-1.04, -3.88, -3.06], [-2.46, -3.03, -3.65], [-1.29, -4.74, -0.42], [-3.00, -4.56, -0.27], [-1.98, -3.73, 0.85], [1.37, 0.52, -2.04], [0.91, 1.30, -3.22], [0.09, 0.09, -4.31], [1.13, -0.41, -5.28], [1.86, 0.87, -5.72], [2.30, 1.44, -4.35], [-0.70, 0.67, -4.83], [-0.44, -0.55, -3.61], [0.59, -0.98, -6.07], [1.84, -1.09, -4.79], [1.15, 1.48, -6.29], [2.68, 0.69, -6.41], [2.65, 2.44, -4.38], [3.11, 0.79, -3.96], [-2.76, 7.38, -3.57], [-2.58, 5.91, -3.16], [-2.44, 5.53, -1.85], [-2.44, 4.18, -1.42], [-2.48, 3.85, 0.05], [-2.49, 3.15, -2.39], [-2.46, 1.32, -1.91], [-2.64, 3.54, -3.75], [-2.86, 2.52, -4.86], [-2.66, 4.89, -4.11], [-2.73, 7.43, -4.63], [-2.02, 8.04, -3.13], [-3.74, 7.72, -3.21], [-2.28, 6.27, -1.06], [-2.68, 4.73, 0.67], [-1.51, 3.52, 0.41], [-3.15, 3.03, 0.31], [-1.99, 2.52, -5.54], [-3.72, 2.86, -5.45], [-3.00, 1.51, -4.45], [-2.73, 5.15, -5.15], [-6.60, -0.65, 6.33], [-5.41, -0.58, 5.09], [-4.86, -1.78, 4.65], [-3.92, -1.81, 3.65], [-3.49, -0.62, 3.09], [-4.03, 0.59, 3.54], [-4.99, 0.63, 4.52], [-2.39, -0.42, 2.09], [-2.05, 0.75, 1.90], [-1.89, -1.41, 1.47], [-5.09, -2.72, 5.12], [-3.45, -2.75, 3.38], [-3.74, 1.52, 3.10], [-5.37, 1.57, 4.87]]
}

Entry 2:
{
  "formula": "C40H48GeN4O6PRhS2",
  "method": "ωB97M-V/def2-TZVPD",
  "de_lowest_ev": 2.4509,
  "total_charge": 1,
  "e_lumo_ha": [-0.14379, -0.14484],
  "multiplicity": 2,
  "e_tot_ev": -150984.026,
  "fmax_ev_per_a": 1.849,
  "homo_lumo_gap_ev": [5.9029, 5.9750],
  "species": ["Rh", "C", "O", "C", "C", "C", "C", "C", "C", "N", "C", "N", "C", "C", "C", "C", "C", "C", "O", "C", "N", "C", "C", "C", "C", "C", "C", "O", "C", "H", "H", "H", "H", "H", "H", "H", "H", "H", "H", "H", "H", "H", "H", "H", "H", "H", "H", "H", "H", "H", "H", "C", "C", "O", "P", "S", "S", "O", "C", "C", "H", "H", "H", "H", "H", "H", "H", "H", "H", "H", "Ge", "C", "C", "C", "C", "C", "C", "C", "C", "C", "C", "C", "C", "H", "H", "H", "H", "H", "H", "H", "H", "H", "H", "H", "C", "C", "N", "O", "H", "H", "H", "H", "H"],
  "positions_angstrom": [[0.25, -0.18, 0.77], [4.04, 6.71, 0.38], [3.78, 5.34, 0.14], [4.77, 4.45, 0.41], [6.02, 4.78, 0.90], [6.94, 3.77, 1.19], [6.60, 2.45, 0.99], [5.35, 2.11, 0.49], [4.43, 3.10, 0.18], [3.12, 2.90, -0.31], [2.42, 1.72, -0.33], [3.06, 0.70, -0.89], [2.68, -0.65, -0.93], [1.63, -1.21, -0.23], [1.48, -2.60, -0.31], [2.29, -3.37, -1.13], [3.32, -2.79, -1.86], [3.53, -1.44, -1.73], [4.55, -0.75, -2.33], [5.51, -1.50, -3.06], [1.16, 1.65, 0.05], [0.68, 2.83, 0.71], [-0.30, 3.61, 0.15], [-0.75, 4.76, 0.81], [-0.20, 5.11, 2.03], [0.78, 4.32, 2.61], [1.22, 3.17, 1.97], [2.13, 2.31, 2.46], [2.90, 2.72, 3.59], [3.13, 7.24, 0.11], [4.87, 7.07, -0.24], [4.26, 6.89, 1.43], [6.28, 5.81, 1.08], [7.92, 4.04, 1.57], [7.31, 1.67, 1.23], [5.09, 1.07, 0.38], [2.55, 3.73, -0.23], [3.92, 0.91, -1.36], [0.76, -3.10, 0.29], [2.13, -4.44, -1.19], [3.94, -3.40, -2.50], [6.30, -0.80, -3.31], [5.07, -1.91, -3.97], [5.92, -2.31, -2.45], [-0.71, 3.32, -0.80], [-1.52, 5.37, 0.36], [-0.54, 6.00, 2.54], [1.20, 4.60, 3.57], [3.70, 2.00, 3.69], [2.29, 2.72, 4.50], [3.32, 3.71, 3.43], [-0.31, 1.55, 6.85], [-0.23, 2.01, 5.41], [0.35, 0.95, 4.59], [-0.58, 0.11, 3.62], [0.56, -1.34, 2.90], [-1.43, 1.28, 2.25], [-1.66, -0.43, 4.66], [-3.02, -0.80, 4.37], [-3.16, -2.30, 4.28], [-0.80, 2.32, 7.45], [0.69, 1.37, 7.25], [-0.89, 0.63, 6.92], [0.44, 2.86, 5.30], [-1.21, 2.29, 5.02], [-3.33, -0.31, 3.44], [-3.61, -0.40, 5.19], [-2.58, -2.70, 3.46], [-4.21, -2.56, 4.12], [-2.83, -2.78, 5.21], [-2.76, 0.40, -0.05], [-3.66, 2.07, 0.28], [-4.45, 2.14, 1.43], [-5.07, 3.33, 1.79], [-4.88, 4.47, 1.01], [-4.09, 4.42, -0.13], [-3.48, 3.22, -0.49], [-3.39, -0.44, -1.66], [-3.07, -0.02, -2.95], [-3.56, -0.71, -4.05], [-4.36, -1.83, -3.86], [-4.67, -2.26, -2.58], [-4.18, -1.57, -1.48], [-3.39, -0.51, 1.01], [-4.61, 1.26, 2.04], [-5.69, 3.37, 2.67], [-5.37, 5.40, 1.29], [-3.95, 5.30, -0.73], [-2.90, 3.18, -1.40], [-2.46, 0.86, -3.11], [-3.31, -0.38, -5.05], [-4.75, -2.37, -4.72], [-5.30, -3.13, -2.43], [-4.43, -1.90, -0.47], [-1.92, -3.75, -1.16], [-1.54, -2.83, -0.04], [-1.51, -3.34, 1.19], [-1.25, -1.63, -0.25], [-2.85, -4.27, -0.95], [-1.12, -4.49, -1.28], [-2.01, -3.18, -2.08], [-1.72, -4.31, 1.35], [-1.13, -2.78, 1.95]]
}